Molecular formula: C5H13BrN
Method: DFT, the ωB97M-V functional and the def2-TZVPD basis

Positions of all 20 atoms, in Å:
C  0.854755  -2.061344  -0.322904
C  0.354442  1.573196  0.577925
C  -1.183002  -0.136870  0.417801
C  -0.007436  0.718572  -1.566983
C  1.201871  -0.618298  -0.050794
N  0.132976  0.339205  -0.186440
Br  2.893262  0.151515  0.043969
H  1.131713  -2.394446  -1.279690
H  -0.068788  -2.374901  -0.027969
H  1.583578  -2.571110  0.374377
H  1.258759  2.145478  0.282613
H  -0.475983  2.228530  0.750364
H  0.639561  1.236259  1.579226
H  -0.968611  -0.308162  1.448115
H  -1.930441  0.570301  0.105043
H  -1.530352  -0.988700  -0.178079
H  -0.729523  1.599461  -1.762038
H  1.015664  0.999974  -1.756469
H  -0.367227  -0.067796  -2.154146
H  1.225487  -1.015732  2.783401

Cartesian forces (eV/Å) of the 2 atoms listed first:
C 4.65 1.02 1.94
C 2.64 0.97 2.26

LUMO level (alpha / beta)   -4.2 / -4.6 eV
Relative energy (zero: lowest compared OMol25 entry of this formula, charge and spin)   146.9 kcal per mole
Kohn-Sham gap (alpha / beta)   8.53 / 9.97 eV
Net charge   +1

Charges obtained by Mulliken population analysis, quoted in units of e: -1.176 -1.082 -1.157 -0.775 0.165 0.068 0.045 0.356 0.404 0.376 0.392 0.383 0.502 0.442 0.427 0.438 0.345 0.417 0.385 0.045